A structure of composition C26H34GeN2NiO2S, computed with ωB97M-V/def2-TZVPD.

Its highest occupied orbital energy (spin up / spin down) is -0.3 / -0.5 eV. Its gap between HOMO and LUMO (spin up / spin down) is 4.94 / 5.14 eV. The spin multiplicity is 1. Its net charge is -2. The total energy comes out at -5254.4304 Eh.

Element x y z (Å)
Ni1 1.41584 -0.73826 -0.39516
C1 -3.17770 -3.30757 -5.52894
C2 -3.23705 -2.55693 -4.22383
C3 -2.30827 -1.55420 -3.94912
C4 -2.33849 -0.85838 -2.75330
C5 -3.31746 -1.15154 -1.80999
C6 -4.24902 -2.14825 -2.06573
C7 -4.20337 -2.84449 -3.26850
S1 -3.32459 -0.26270 -0.26356
O1 -4.46950 -0.78387 0.47200
O2 -3.39888 1.13180 -0.64049
N1 -1.92039 -0.53566 0.37673
C8 -1.57607 -1.71433 0.95556
C9 -2.38971 -2.87602 1.01093
C10 -1.91479 -4.01230 1.62182
C11 -0.63788 -4.01890 2.18966
C12 0.09007 -2.84605 2.08420
N2 -0.34396 -1.73982 1.50001
H1 -2.14941 -3.57948 -5.77366
H2 -3.56192 -2.70050 -6.35368
H3 -3.77232 -4.22117 -5.48281
H4 -1.53169 -1.33810 -4.67391
H5 -1.58924 -0.11002 -2.52686
H6 -4.99907 -2.36634 -1.31723
H7 -4.92523 -3.63308 -3.45899
H8 -3.38102 -2.85075 0.58721
H9 -2.53762 -4.90082 1.65711
H10 -0.22385 -4.89454 2.67275
H11 1.10168 -2.78899 2.48047
C13 0.98842 1.92246 1.72284
C14 2.15537 1.92003 0.71191
C15 1.66080 2.65297 -0.53927
C16 2.47409 0.45341 0.35529
C17 3.36018 2.60886 1.33028
C18 3.88416 2.13121 2.53876
C19 4.99604 2.70235 3.12991
C20 5.63999 3.78166 2.52913
C21 5.14289 4.26479 1.33057
C22 4.02039 3.68803 0.74367
H12 0.13869 1.40404 1.27713
H13 0.69917 2.94720 1.98886
H14 1.24602 1.38137 2.63261
H15 0.77544 2.13207 -0.90377
H16 2.40683 2.62653 -1.33554
H17 1.39260 3.69634 -0.32535
H18 3.51055 0.21585 0.64664
H19 3.41063 1.27584 3.00328
H20 5.37211 2.30092 4.06494
H21 6.51385 4.22980 2.98782
H22 5.63110 5.10058 0.83991
H23 3.65669 4.08857 -0.19295
C23 1.10848 -2.82971 -4.99838
Ge1 1.55520 -1.67992 -3.40927
C24 3.52621 -1.76563 -3.31036
C25 1.12146 0.15249 -4.00899
C26 0.81593 -2.16997 -1.71219
H24 1.73739 -2.58213 -5.85870
H25 0.06375 -2.69956 -5.29006
H26 1.25738 -3.88407 -4.75380
H27 3.99878 -1.48305 -4.25450
H28 3.84609 -2.77694 -3.05072
H29 3.85658 -1.08653 -2.52267
H30 1.80555 0.47534 -4.79843
H31 1.22712 0.82218 -3.15586
H32 0.10154 0.23346 -4.39126
H33 1.31749 -3.09956 -1.40336
H34 -0.25658 -2.36427 -1.74876

A cluster of 10 separate species, C15H50N12O10 in total, computed with ωB97M-V/def2-TZVPD.

Its highest occupied orbital energy is -9.3 eV. Its gap between HOMO and LUMO is 9.60 eV. The spin multiplicity is 1. Its net charge is 0. The total energy comes out at -2011.2675 Eh. Its SMILES is NC(N)=O.NC(N)=O.NC(N)=O.NC(N)=O.NC(N)=O.NC(N)=O.CC(C)O.CC(C)O.CC(C)O.O. Its energy above the lowest of the compared OMol25 structures with the same formula, charge and spin is 0.0 kcal per mole.

Element x y z (Å)
O1 4.28712 2.70242 -0.22737
H1 4.62960 3.57005 0.11661
H2 4.15038 2.82679 -1.21489
C1 1.43861 0.93474 -4.06059
C2 2.94411 1.00830 -4.24553
C3 3.39615 2.12421 -5.15092
O2 3.53902 1.14158 -2.94255
H3 1.11603 1.75511 -3.41201
H4 1.21758 0.01864 -3.53816
H5 0.86248 0.84769 -5.00296
H6 3.27342 0.08147 -4.68369
H7 2.95282 3.08587 -4.79335
H8 3.07510 1.96081 -6.20133
H9 4.48191 2.18234 -5.21608
H10 3.34831 0.32610 -2.41809
C4 -0.87051 -5.28398 0.65170
C5 -1.28163 -5.08192 2.08997
C6 -0.97576 -6.23974 3.00444
O3 -0.61872 -3.88685 2.60046
H11 -1.05917 -6.21555 0.15948
H12 0.23793 -5.16447 0.52564
H13 -1.28819 -4.49638 -0.01617
H14 -2.33306 -4.84375 2.17380
H15 -1.50531 -7.16435 2.84024
H16 -1.17057 -5.98151 4.03722
H17 0.11075 -6.40108 2.83258
H18 -0.62382 -3.22019 1.89745
C7 -3.29205 -1.22430 -0.38694
C8 -1.77625 -1.28615 -0.58819
C9 -1.22369 0.01158 -1.03669
O4 -0.96646 -1.78069 0.57310
H19 -3.65718 -1.26175 -1.41773
H20 -3.66989 -0.38112 0.16217
H21 -3.62413 -2.14151 0.08182
H22 -1.67079 -2.05811 -1.43197
H23 -1.43339 0.81981 -0.38570
H24 -1.50544 0.25855 -2.06715
H25 -0.10528 -0.02576 -1.06375
H26 -0.21927 -1.19437 0.78938
C10 -2.39660 3.16104 1.47101
O5 -1.57323 3.87154 0.86464
N1 -2.41007 3.03033 2.80463
N2 -3.39780 2.56647 0.79774
H27 -1.52784 3.37476 3.19322
H28 -2.70392 2.09118 3.06441
H29 -3.29051 2.60170 -0.22224
H30 -3.94733 1.87448 1.30951
C11 0.90781 4.03409 3.53725
O6 0.51559 2.87529 3.70751
N3 0.45928 4.79902 2.53625
N4 1.83340 4.52054 4.40660
H31 0.96851 5.64118 2.32274
H32 -0.21096 4.41314 1.88078
H33 2.03724 4.01366 5.26051
H34 2.03547 5.51066 4.36039
C12 -2.46635 -0.84578 3.42159
O7 -3.05646 0.19596 3.23392
N5 -2.85989 -2.07711 2.97388
N6 -1.23309 -0.92724 4.11916
H35 -3.45158 -2.04433 2.19284
H36 -2.16627 -2.78284 2.88100
H37 -0.67420 -0.05017 4.00558
H38 -0.66696 -1.75798 3.90227
C13 -2.45178 3.34253 -2.56704
O8 -3.48948 3.12817 -1.91776
N7 -2.35691 3.09751 -3.94289
N8 -1.34041 3.77815 -2.00480
H39 -3.20677 3.16691 -4.45275
H40 -1.47231 2.88632 -4.38345
H41 -1.24787 3.69557 -0.95192
H42 -0.52896 4.00314 -2.53048
C14 2.01357 -2.78709 -2.10762
O9 2.47842 -1.73717 -2.55391
N9 1.95909 -4.01507 -2.79924
N10 1.55359 -2.99879 -0.83266
H43 1.85091 -3.95620 -3.82240
H44 1.41719 -4.74566 -2.43389
H45 1.31595 -2.28884 -0.18282
H46 1.11855 -3.89868 -0.71591
C15 2.39080 -0.22625 1.15204
O10 1.57524 -1.06295 1.53838
N11 2.34272 1.10777 1.46265
N12 3.42202 -0.58317 0.30111
H47 2.81564 1.69570 0.84197
H48 1.65846 1.42728 2.12975
H49 3.99029 0.10626 -0.22814
H50 3.27712 -1.54762 -0.05762

A structure of composition C41H102CdF12N3O23S4, computed with ωB97M-V/def2-TZVPD.

Its highest occupied orbital energy (spin up / spin down) is -9.3 / -9.3 eV. Its gap between HOMO and LUMO (spin up / spin down) is 9.09 / 6.69 eV. The spin multiplicity is 2. Its net charge is 0. The total energy comes out at -6476.5933 Eh. As for the expectation value of S²: 0.755.

Element x y z (Å)
Cd1 -0.96015 2.34322 1.02049
C1 -1.23456 3.44306 -3.57204
C2 -1.74514 4.40411 -2.52785
C3 -2.41025 5.56837 -3.31132
C4 -3.78392 5.23405 -3.94708
C5 -4.73089 4.72056 -2.85295
C6 -4.16447 3.51213 -2.04307
N1 -2.74557 3.85339 -1.57459
O1 -2.12691 2.88546 -0.68938
C7 -4.24948 2.21220 -2.92381
C8 -5.13623 3.45978 -0.84181
C9 -0.50084 4.92067 -1.76025
H1 -0.83721 3.90828 -4.47414
H2 -2.03835 2.79894 -3.92858
H3 -0.45871 2.81131 -3.13953
H4 -1.76553 5.87801 -4.13385
H5 -2.55078 6.44389 -2.67744
H6 -3.70544 4.48652 -4.73647
H7 -4.26446 6.09657 -4.40886
H8 -5.57912 4.30296 -3.39539
H9 -5.14599 5.55278 -2.28446
H10 -3.58774 1.39961 -2.62402
H11 -4.05283 2.45810 -3.96734
H12 -5.24118 1.76049 -2.94847
H13 -6.14690 3.27849 -1.20761
H14 -5.18511 4.36992 -0.24402
H15 -4.95719 2.59349 -0.20494
H16 -0.61253 5.59612 -0.91208
H17 0.15409 5.36928 -2.50719
H18 0.09453 4.10576 -1.34848
C10 2.03460 5.48927 1.04111
F1 2.57795 4.88335 -0.04388
F2 2.86338 6.28840 1.68305
F3 1.03341 6.26084 0.63766
S1 1.33464 4.15482 2.36861
O2 1.99656 2.92221 1.96018
O3 1.68665 4.60394 3.71560
N2 -0.39241 3.92347 2.03566
S2 -1.00314 5.04765 2.90040
O4 -1.26640 4.55934 4.25040
O5 -0.30686 6.35913 2.82726
C11 -2.78601 5.39239 2.10580
F4 -3.45854 4.27254 2.06689
F5 -3.47796 6.29188 2.80650
F6 -2.60067 5.77727 0.80845
C12 -0.88968 -0.86563 -1.49375
F7 -1.71031 -0.01485 -2.05302
F8 -1.53147 -1.50174 -0.46106
F9 -0.53164 -1.79921 -2.36953
S3 0.69173 0.09665 -0.76172
O6 1.80558 -0.87199 -0.73004
O7 0.93871 1.25434 -1.62791
N3 0.10802 0.73522 0.76828
S4 1.07337 0.03007 1.84107
O8 2.51618 -0.04377 1.54070
O9 0.80536 0.62270 3.15797
C13 0.29519 -1.78480 2.02647
F10 1.00521 -2.48896 2.96130
F11 -1.01562 -1.70248 2.39350
F12 0.32609 -2.40811 0.86016
C14 0.23148 -0.24245 6.41186
C15 -0.71995 -1.39786 6.64755
O10 -1.36120 -1.34594 7.91926
H19 0.97160 -0.32859 7.20741
H20 -0.19368 0.75374 6.53410
H21 0.77737 -0.35370 5.47498
H22 -0.12868 -2.31245 6.60251
H23 -1.45484 -1.45706 5.84471
H24 -0.87606 -1.91753 8.51887
C16 -4.21289 -0.27690 -0.08032
C17 -5.41738 -0.02428 0.87012
O11 -4.94417 0.13171 2.19791
H25 -4.52380 -0.58717 -1.07789
H26 -3.73231 -1.15979 0.34119
H27 -3.51987 0.55812 -0.18316
H28 -6.11119 -0.86442 0.84033
H29 -6.01125 0.86656 0.66558
H30 -5.64973 -0.07392 2.81556
C18 5.58513 1.37955 2.78477
C19 5.20960 2.89501 2.79671
O12 6.36971 3.56686 3.32087
H31 5.64517 0.88502 3.75427
H32 6.40926 1.14113 2.11240
H33 4.73132 0.85585 2.35482
H34 4.32154 3.06693 3.40491
H35 4.95559 3.26340 1.80279
H36 6.23405 3.85050 4.22792
C20 5.43844 -2.66758 1.74890
C21 4.50156 -2.27217 2.84099
O13 4.38305 -3.37028 3.70346
H37 6.45742 -2.92672 2.03639
H38 5.64240 -1.91308 0.98913
H39 5.13898 -3.52166 1.14148
H40 3.49855 -2.13736 2.43614
H41 4.86383 -1.39821 3.38233
H42 3.60833 -3.18360 4.23878
C22 -1.82632 -5.11671 -2.00182
C23 -2.72902 -4.55000 -0.87166
O14 -3.78231 -5.45795 -0.64287
H43 -2.47685 -5.56789 -2.75104
H44 -1.14306 -5.91738 -1.71863
H45 -1.15080 -4.41928 -2.49717
H46 -3.04443 -3.55544 -1.18704
H47 -2.11605 -4.51226 0.02886
H48 -4.43160 -5.01477 -0.09187
C24 1.25909 -4.64675 5.08812
C25 2.20536 -3.89074 6.03609
O15 2.41816 -2.58749 5.46189
H49 1.78514 -4.74289 4.13831
H50 0.28227 -4.18357 4.94899
H51 1.06448 -5.68918 5.34026
H52 3.14327 -4.42878 6.17379
H53 1.66081 -3.80618 6.97652
H54 2.80297 -2.01654 6.13087
C26 0.09011 -0.10983 -4.88522
C27 -0.89663 0.38384 -5.85447
O16 -0.85540 -0.46029 -7.00192
H55 1.09352 -0.14388 -5.30958
H56 -0.14647 -1.08207 -4.45291
H57 0.02202 0.56345 -4.03073
H58 -0.67593 1.44589 -5.96132
H59 -1.94114 0.36908 -5.54322
H60 -1.54067 -0.16175 -7.60433
C28 -3.23771 1.96438 4.47111
C29 -2.05211 1.47646 3.65607
O17 -2.47041 1.55362 2.27734
H61 -3.07863 1.95548 5.54939
H62 -4.11591 1.37525 4.20695
H63 -3.45117 2.96311 4.09023
H64 -1.73854 0.47200 3.94041
H65 -1.13000 2.04879 3.75737
H66 -3.27575 1.04128 2.17458
C30 2.66760 -4.53289 0.95016
C31 2.02796 -5.30431 -0.22720
O18 1.94355 -6.67676 0.20472
H67 2.89998 -3.53221 0.58581
H68 3.52824 -4.94796 1.47467
H69 1.93258 -4.47787 1.75317
H70 2.77174 -5.26614 -1.02309
H71 1.08589 -4.85414 -0.54017
H72 1.37544 -7.16323 -0.39711
C32 4.27452 2.02938 -1.27207
C33 5.04335 0.72207 -0.97730
O19 5.60426 0.34937 -2.16426
H73 3.81125 2.40916 -0.36144
H74 3.49725 1.86267 -2.01783
H75 4.92094 2.79946 -1.69303
H76 4.34603 -0.06876 -0.70083
H77 5.80322 0.80843 -0.20062
H78 6.35015 0.93666 -2.30684
C34 -0.62592 -5.70577 2.51924
C35 -1.39371 -6.86431 1.72619
O20 -1.40620 -8.05630 2.43695
H79 -1.10313 -5.39699 3.44930
H80 -0.52381 -4.87973 1.81544
H81 0.36110 -6.10198 2.75782
H82 -0.80700 -6.99204 0.81650
H83 -2.36655 -6.52511 1.37032
H84 -0.47389 -8.27441 2.50634
C36 -4.33620 -1.80268 -3.54289
C37 -3.52584 -2.63072 -4.54893
O21 -4.43356 -3.08656 -5.49780
H85 -3.65767 -1.43239 -2.77438
H86 -5.12021 -2.36993 -3.04123
H87 -4.85363 -0.96084 -4.00296
H88 -3.09166 -3.52735 -4.10659
H89 -2.73775 -2.04841 -5.02634
H90 -4.01211 -3.75992 -6.03684
C38 3.37214 -2.88098 -2.57019
C39 3.22605 -1.94130 -3.77673
O22 4.52415 -1.50624 -3.99811
H91 3.91778 -3.75318 -2.93025
H92 2.41215 -3.29189 -2.25767
H93 3.87658 -2.40454 -1.72957
H94 2.58509 -1.09425 -3.53227
H95 2.72381 -2.33434 -4.66068
H96 4.78519 -0.75996 -3.45356
C40 2.22562 3.49436 -4.36821
C41 3.28190 2.55196 -5.01762
O23 3.80074 3.30722 -6.08838
H97 1.74917 2.85274 -3.62698
H98 1.43649 3.84658 -5.03252
H99 2.71290 4.31945 -3.84871
H100 2.82148 1.66843 -5.45978
H101 3.99749 2.09044 -4.33714
H102 3.68433 2.87387 -6.93706

A structure of composition C11H28ClINO2P2Tl, computed with ωB97M-V/def2-TZVPD.

Its highest occupied orbital energy is -14.1 eV. Its gap between HOMO and LUMO is 5.53 eV. The spin multiplicity is 1. Its net charge is +2. The total energy comes out at -2253.6816 Eh. Its energy above the lowest of the compared OMol25 structures with the same formula, charge and spin is 24.1 kcal per mole.

Element x y z (Å)
C1 2.18670 0.61679 -1.75378
C2 0.70272 0.83336 -1.52189
H1 2.33920 0.18684 -2.75115
H2 2.52939 -0.10618 -0.98467
H3 2.78080 1.54352 -1.63078
O1 -0.18538 0.00505 -1.77199
I1 0.86425 0.43836 1.13598
Tl1 5.67501 -0.04376 -0.45486
P1 0.27909 2.67647 -1.49039
C3 -1.42643 2.78802 -0.99929
C4 1.35883 3.56284 -0.35179
H4 1.31879 4.63300 -0.59868
H5 0.02354 4.17462 -3.34667
H6 2.40519 3.23449 -0.40273
H7 1.53416 3.23198 -3.48551
H8 -1.48658 3.14157 0.03655
H9 0.99640 3.43711 0.67760
C5 0.47363 3.18151 -3.20453
H10 -1.90410 3.52308 -1.66290
H11 -0.03565 2.46722 -3.86807
H12 -1.91841 1.80904 -1.09411
P2 1.86595 -1.93607 0.88894
C6 0.45765 -2.96109 1.38726
C7 2.67146 -2.93021 -0.41990
H13 3.90715 -1.46584 2.09995
H14 3.27546 -3.11736 2.44947
H15 2.49777 -1.67570 3.18416
C8 3.00774 -2.06397 2.29705
H16 3.66418 -2.52595 -0.68278
H17 2.78161 -3.96179 -0.04585
H18 0.66995 -3.99833 1.10859
H19 -0.45515 -2.60471 0.89113
H20 2.03737 -2.94306 -1.31831
H21 0.32180 -2.88846 2.46996
Cl1 7.20173 1.98141 -0.39931
C9 -4.85890 -1.91949 0.39324
N1 -4.22581 -0.96813 1.27163
C10 -5.02476 -0.28742 2.27742
C11 -2.88650 -0.81192 1.20804
O2 -2.16926 -1.41736 0.40715
H22 -5.92428 -1.88733 0.61011
H23 -4.45696 -2.92226 0.55533
H24 -4.66178 -1.65331 -0.64458
H25 -4.58810 -0.40323 3.27970
H26 -5.07776 0.79105 2.07309
H27 -6.03264 -0.71391 2.25940
H28 -2.50907 -0.05047 1.92279

A structure of composition C2H2BrN2P, computed with ωB97M-V/def2-TZVPD.

Its highest occupied orbital energy (spin up / spin down) is -8.8 / -8.8 eV. Its gap between HOMO and LUMO (spin up / spin down) is 6.58 / 6.58 eV. The spin multiplicity is 1. Its net charge is 0. The total energy comes out at -3102.0654 Eh. Its energy above the lowest of the compared OMol25 structures with the same formula, charge and spin is 108.5 kcal per mole.

Element x y z (Å)
C1 1.04731 -0.70965 0.34070
C2 0.84052 0.72018 -0.00223
N1 1.05232 -1.81414 -0.07771
N2 -1.67702 -0.18623 -0.28504
P1 -0.72269 1.09712 -0.66448
Br1 -3.38102 -0.36478 -0.82562
H1 1.04744 -0.14271 1.45141
H2 1.79314 1.40020 0.06298